Here is a molecular structure, C4H6ErO7 from OMol25. Energies are from ωB97M-V with the def2-TZVPD basis set.

The geometry in XYZ format:
```
18
Properties=species:S:1:pos:R:3:mulliken_charge:R:1
O 3.744 1.979 -0.209 -0.65
C 2.704 1.426 -0.673 1.07
O 1.776 2.183 -1.128 -0.68
O 2.622 0.132 -0.673 -0.31
O -0.746 -1.254 -0.246 -0.30
C 0.394 -0.587 0.107 -0.18
C 1.383 -0.511 -1.062 -0.39
Er 3.174 4.230 -0.723 1.28
H 0.927 -1.073 0.958 0.33
H 0.194 0.459 0.443 0.20
H 0.945 0.028 -1.912 0.34
H 1.684 -1.512 -1.392 0.29
C -2.913 -0.958 1.102 0.73
O -2.583 -1.137 2.274 -0.57
O -3.318 0.251 0.682 -0.44
H -2.800 0.948 1.143 0.36
O -3.700 -1.866 0.478 -0.44
H -3.487 -2.739 0.829 0.36
```

Values from the calculation:
gap between HOMO and LUMO (alpha / beta) = 0.2281 / 0.2442 hartree
expectation value of S² = 4.053
net charge = +1
spin multiplicity = 4
electronic energy = -1697.3963 hartree

Here is a molecular structure, C4H6EuLiO from OMol25. Energies are from ωB97M-V with the def2-TZVPD basis set.

The geometry in XYZ format:
```
13
Properties=species:S:1:pos:R:3:mulliken_charge:R:1
C 1.399 2.882 -0.152 -0.20
C -0.004 2.987 -0.312 -1.17
H 1.682 1.825 -0.238 0.14
H 1.839 3.360 0.732 0.35
H -0.475 2.469 -1.155 0.35
H -0.624 3.319 0.526 0.42
Li 0.406 5.042 -1.357 0.94
O 2.800 1.541 -3.329 -0.74
C 3.159 2.714 -2.849 0.13
C 2.920 3.199 -1.624 -0.65
Eu 2.644 -0.700 -3.239 1.69
H 3.173 4.227 -1.359 0.42
H 3.595 3.411 -3.586 0.32
```

Values from the calculation:
gap between HOMO and LUMO (alpha / beta) = 0.2315 / 0.2516 hartree
expectation value of S² = 20.060
net charge = +2
spin multiplicity = 9
electronic energy = -948.3701 hartree

Here is a molecular structure, C4H6EuO3 from OMol25. Energies are from ωB97M-V with the def2-TZVPD basis set.

The geometry in XYZ format:
```
14
Properties=species:S:1:pos:R:3:mulliken_charge:R:1
O -0.633 -0.967 -1.270 -0.61
O -0.367 0.828 0.012 -0.24
O 1.361 -0.218 -0.749 -0.25
C -1.104 0.309 1.126 0.00
C -1.575 1.451 1.949 -0.95
C 0.065 -0.024 -0.885 0.91
H -1.834 1.103 2.956 0.30
H -0.799 2.233 2.033 0.34
H -2.473 1.929 1.516 0.34
Eu -1.316 -2.045 1.042 0.90
C 2.029 -0.994 -1.753 -0.61
H 1.637 -0.917 -2.773 0.33
H 1.946 -2.048 -1.470 0.28
H 3.063 -0.641 -1.734 0.25
```

Values from the calculation:
gap between HOMO and LUMO (alpha / beta) = 0.1168 / 0.3528 hartree
expectation value of S² = 20.008
net charge = +1
spin multiplicity = 9
electronic energy = -1091.6377 hartree

Here is 2 unconnected molecules or ions with the total composition C4H6F2 from OMol25. Energies are from ωB97M-V with the def2-TZVPD basis set.

The geometry in XYZ format:
```
12
Properties=species:S:1:pos:R:3:mulliken_charge:R:1
C -1.643 -0.162 -1.234 -0.74
C -1.418 0.216 -0.013 0.29
C 1.491 -0.559 0.320 -0.73
C 0.614 0.643 0.763 -0.06
F -2.239 0.256 1.022 -0.22
F 0.889 1.798 0.066 -0.25
H -2.599 -0.387 -1.396 0.43
H -0.703 -0.174 -1.855 0.20
H 2.275 -0.242 -0.474 0.28
H 0.820 -1.235 -0.335 0.21
H 1.941 -1.099 1.243 0.26
H 0.574 0.945 1.894 0.32
```

Values from the calculation:
gap between HOMO and LUMO (alpha / beta) = 0.2715 / 0.3032 hartree
expectation value of S² = 2.013
spin multiplicity = 3
electronic energy = -355.4661 hartree

Here is 2 unconnected molecules or ions with the total composition C4H6F2N4O from OMol25. Energies are from ωB97M-V with the def2-TZVPD basis set.

The geometry in XYZ format:
```
17
Properties=species:S:1:pos:R:3:mulliken_charge:R:1
C -0.756 2.879 -0.130 -0.08
C -0.410 -1.266 -0.202 -1.10
C 1.057 -1.066 0.017 0.31
C 0.611 1.395 1.467 0.26
N -0.430 3.204 -1.349 -0.30
N 0.756 2.845 -1.644 -0.67
N 1.273 2.220 -0.613 0.14
N 0.366 2.207 0.391 0.24
O 1.678 -0.296 -0.671 -0.55
F -0.182 1.814 2.557 -0.27
F 1.909 1.227 1.808 -0.21
H -1.505 3.052 0.563 0.46
H -0.896 -0.540 -0.969 0.24
H -0.916 -1.254 0.654 0.40
H -0.566 -2.258 -0.542 0.43
H 1.321 -1.613 0.985 0.29
H 1.956 1.524 -0.895 0.42
```

Values from the calculation:
gap between HOMO and LUMO (alpha / beta) = 0.2488 / 0.3386 hartree
expectation value of S² = 2.018
spin multiplicity = 3
electronic energy = -649.7661 hartree

Here is C4H6F2O2 in the gas phase from OMol25. Energies are from ωB97M-V with the def2-TZVPD basis set.

The geometry in XYZ format:
```
14
Properties=species:S:1:pos:R:3:mulliken_charge:R:1
O 2.225 0.350 0.306 -0.54
C 1.053 0.061 -0.411 -0.39
C 0.224 -1.112 -0.022 -0.01
F 0.151 -0.902 1.385 -0.35
C -1.067 -0.266 -0.486 -0.44
O -2.190 -0.114 0.297 -0.58
C -0.221 0.970 -0.347 0.19
F -0.434 1.394 0.973 -0.36
H 1.918 0.349 1.193 0.35
H 1.445 -0.243 -1.406 0.41
H 0.455 -2.152 -0.202 0.50
H -1.378 -0.647 -1.417 0.50
H -1.952 0.406 1.110 0.36
H -0.229 1.905 -0.972 0.36
```

Values from the calculation:
gap between HOMO and LUMO = 0.4066 hartree
structure (SMILES) = O[C@H]1[C@@H](F)[C@@H](O)[C@H]1F
electronic energy = -506.1508 hartree

Here is C4H6F2O2S in the gas phase from OMol25. Energies are from ωB97M-V with the def2-TZVPD basis set.

The geometry in XYZ format:
```
15
Properties=species:S:1:pos:R:3:mulliken_charge:R:1
C 0.402 1.339 0.471 -0.83
C 0.048 -0.073 0.703 0.30
C -0.967 0.025 1.915 0.31
C -0.687 -0.864 -0.469 -1.39
O -2.118 2.002 -0.613 -0.52
O -1.259 3.431 1.204 -0.57
F -1.756 -0.971 2.282 -0.23
F -0.417 0.533 3.017 -0.21
S -1.378 2.102 0.609 0.88
H 1.076 1.865 1.210 0.32
H 0.736 1.668 -0.500 0.45
H 0.905 -0.721 1.136 0.37
H -0.159 -0.760 -1.502 0.31
H -1.707 -0.656 -0.634 0.39
H -0.625 -1.875 -0.166 0.42
```

Values from the calculation:
gap between HOMO and LUMO (alpha / beta) = 0.3052 / 0.3053 hartree
electronic energy = -904.3037 hartree

Here is C4H6F2S in the gas phase from OMol25. Energies are from ωB97M-V with the def2-TZVPD basis set.

The geometry in XYZ format:
```
13
Properties=species:S:1:pos:R:3:mulliken_charge:R:1
F -2.404 0.824 -0.607 -0.26
C -2.001 -0.065 0.321 0.29
F -2.313 -1.322 -0.038 -0.25
C -0.473 0.019 0.568 -0.53
C 0.274 0.980 -0.002 0.07
C 1.752 0.942 0.320 -0.67
S 2.584 -0.620 -0.197 -0.23
H -2.504 0.158 1.275 0.18
H -0.029 -0.697 1.273 0.31
H -0.166 1.741 -0.696 0.34
H 2.332 1.832 -0.090 0.34
H 1.998 0.864 1.483 0.27
H 2.163 -0.750 -1.528 0.14
```

Values from the calculation:
gap between HOMO and LUMO = 0.3627 hartree
structure (SMILES) = FC(F)/C=C/CS
electronic energy = -753.8887 hartree

Here is a molecular structure, C4H6F3InN2O8 from OMol25. Energies are from ωB97M-V with the def2-TZVPD basis set.

The geometry in XYZ format:
```
24
Properties=species:S:1:pos:R:3:mulliken_charge:R:1
In 1.956 0.420 1.120 0.96
N 5.061 1.785 -1.393 1.04
O 5.674 2.877 -1.311 -0.22
O 5.531 1.119 -2.245 -0.36
O 4.137 1.503 -0.606 -0.48
N 2.216 -0.012 -2.627 1.04
O 2.997 -0.980 -2.674 -0.31
O 2.168 0.781 -3.576 -0.30
O 1.401 0.100 -1.695 -0.41
C -1.629 0.553 2.118 0.07
O -1.194 -0.372 1.045 -0.18
O -0.643 1.507 1.943 -0.38
C -3.061 0.940 2.135 0.68
F -3.411 1.355 0.929 -0.22
F -3.805 -0.127 2.451 -0.22
F -3.377 1.931 3.019 -0.25
C -2.074 -1.480 0.583 -0.29
C -1.434 -1.944 -0.746 -1.23
H -1.467 -1.159 -1.502 0.30
H -0.478 -2.459 -0.658 0.29
H -2.098 -2.786 -0.944 0.45
H -3.095 -1.221 0.302 0.34
H -1.885 -2.217 1.363 0.32
H -1.491 -0.115 2.968 0.37
```

Values from the calculation:
gap between HOMO and LUMO (alpha / beta) = 0.2514 / 0.2219 hartree
expectation value of S² = 1.768
net charge = +1
spin multiplicity = 2
electronic energy = -1356.4151 hartree

Here is C4H6F3N3 in the gas phase from OMol25. Energies are from ωB97M-V with the def2-TZVPD basis set.

The geometry in XYZ format:
```
16
Properties=species:S:1:pos:R:3:mulliken_charge:R:1
C -0.571 -0.412 -0.700 -0.82
C 0.208 -0.434 0.578 0.32
C 0.069 0.632 -1.623 0.91
C -0.266 -1.418 1.631 -1.15
N 0.486 0.863 1.140 -0.62
N 0.226 1.907 -1.051 -0.79
N 0.388 1.732 0.228 1.06
F -0.632 0.739 -2.832 -0.30
F 1.277 0.154 -2.120 -0.31
F 0.574 3.039 0.788 -0.23
H -0.486 -1.246 -1.363 0.31
H -1.622 -0.235 -0.449 0.36
H 1.340 -0.756 0.417 0.24
H -1.269 -1.069 1.817 0.32
H 0.370 -1.115 2.423 0.36
H -0.092 -2.380 1.114 0.34
```

Values from the calculation:
gap between HOMO and LUMO (alpha / beta) = 0.3653 / 0.3653 hartree
electronic energy = -619.7230 hartree

Here is 2 unconnected molecules or ions with the total composition C4H6F3NO3S2 from OMol25. Energies are from ωB97M-V with the def2-TZVPD basis set.

The geometry in XYZ format:
```
19
Properties=species:S:1:pos:R:3:mulliken_charge:R:1
O 2.382 1.593 -1.062 -0.60
S 2.221 1.297 0.314 1.06
O 2.265 2.307 1.301 -0.57
N 0.844 0.265 0.507 -0.37
S 0.094 -0.494 -0.782 0.20
O -0.598 0.674 -1.595 -0.52
C 3.536 -0.014 0.652 0.73
F 4.837 0.355 0.769 -0.22
F 3.501 -0.843 -0.349 -0.21
F 3.144 -0.640 1.726 -0.23
H 0.288 0.408 1.450 0.31
H -0.069 1.331 -1.955 0.36
C -2.996 -1.270 1.499 -0.19
C -3.115 -0.965 0.352 -0.04
C -3.319 -0.639 -1.030 -0.70
H -2.965 -1.798 2.435 0.39
H -3.709 -1.539 -1.624 0.23
H -2.358 -0.279 -1.439 0.11
H -3.985 0.251 -1.170 0.27
```

Values from the calculation:
gap between HOMO and LUMO = 0.3637 hartree
structure (SMILES) = O=S(=O)(NSO)C(F)(F)F.C#CC
electronic energy = -1532.3283 hartree

Here is 2 unconnected molecules or ions with the total composition C4H6F3O3P from OMol25. Energies are from ωB97M-V with the def2-TZVPD basis set.

The geometry in XYZ format:
```
17
Properties=species:S:1:pos:R:3:mulliken_charge:R:1
C -2.214 1.390 -0.142 0.56
C -2.256 0.206 -0.761 -0.29
C 1.535 1.404 0.475 -0.70
C 0.520 -2.761 0.759 -0.39
O 2.607 -0.290 -1.464 -0.38
O 0.732 0.444 -0.116 -0.06
O 1.336 -2.362 -0.048 -0.45
F -1.940 2.490 -0.808 -0.23
F -2.302 1.628 1.165 -0.24
F -2.489 -0.992 -0.207 -0.25
P 1.250 -0.700 -1.272 0.51
H 0.913 2.181 0.964 0.24
H 1.971 2.042 -0.308 0.31
H 2.215 1.094 1.183 0.35
H 0.028 -3.768 0.642 0.28
H 0.371 -2.284 1.747 0.28
H -2.280 0.281 -1.808 0.45
```

Values from the calculation:
gap between HOMO and LUMO (alpha / beta) = 0.2501 / 0.2145 hartree
expectation value of S² = 2.012
spin multiplicity = 3
electronic energy = -1022.4718 hartree

Here is 2 unconnected molecules or ions with the total composition C4H6FN from OMol25. Energies are from ωB97M-V with the def2-TZVPD basis set.

The geometry in XYZ format:
```
12
Properties=species:S:1:pos:R:3:mulliken_charge:R:1
C -1.898 -0.581 -0.530 -0.46
C -1.235 1.043 1.182 -0.33
C 1.659 -0.211 0.871 -0.02
C 1.717 0.299 -0.547 -0.27
N -1.754 0.200 0.432 0.01
F 1.697 -1.587 0.981 -0.23
H -2.109 -0.008 -1.450 0.29
H -1.551 -1.630 -0.568 0.29
H -1.772 1.168 2.034 0.22
H 2.329 1.242 -0.606 0.25
H 2.189 -0.456 -1.177 0.27
H 0.728 0.521 -0.622 0.00
```

Values from the calculation:
gap between HOMO and LUMO (alpha / beta) = 0.3011 / 0.2921 hartree
expectation value of S² = 2.005
spin multiplicity = 3
electronic energy = -310.3425 hartree

Here is C4H6FNO in the gas phase from OMol25. Energies are from ωB97M-V with the def2-TZVPD basis set.

The geometry in XYZ format:
```
13
Properties=species:S:1:pos:R:3:mulliken_charge:R:1
C -0.506 -0.799 1.257 -1.23
C 0.497 0.098 0.555 0.22
F 0.374 1.447 0.933 -0.32
C 0.226 0.124 -0.996 0.12
O 1.170 0.863 -1.658 -0.49
C -1.101 0.727 -1.221 0.13
N -2.174 1.124 -1.164 -0.40
H -0.774 -1.662 0.675 0.33
H -0.262 -1.246 2.158 0.39
H -1.487 -0.180 1.481 0.32
H 1.663 -0.211 0.518 0.30
H 0.326 -0.965 -1.304 0.27
H 2.048 0.679 -1.233 0.36
```

Values from the calculation:
gap between HOMO and LUMO = 0.4230 hartree
structure (SMILES) = C[C@H](F)[C@H](O)C#N
electronic energy = -385.8245 hartree

Here is 2 unconnected molecules or ions with the total composition C4H6FNO from OMol25. Energies are from ωB97M-V with the def2-TZVPD basis set.

The geometry in XYZ format:
```
13
Properties=species:S:1:pos:R:3:mulliken_charge:R:1
C 1.657 -1.037 -0.388 0.04
C -0.653 0.295 0.364 0.47
C -1.414 0.280 -0.906 -0.99
C 0.607 0.939 0.559 -0.22
N -1.165 -0.511 1.213 -0.63
O 1.422 -2.039 0.147 -0.27
F 1.170 0.954 1.799 -0.27
H 2.544 -0.832 -0.981 0.31
H -2.338 0.903 -0.799 0.28
H -1.652 -0.773 -1.152 0.30
H -0.765 0.773 -1.644 0.27
H 1.146 1.440 -0.288 0.45
H -0.557 -0.392 2.076 0.27
```

Values from the calculation:
gap between HOMO and LUMO (alpha / beta) = 0.2927 / 0.3057 hartree
electronic energy = -385.7274 hartree

Here is 2 unconnected molecules or ions with the total composition C4H6FNO from OMol25. Energies are from ωB97M-V with the def2-TZVPD basis set.

The geometry in XYZ format:
```
13
Properties=species:S:1:pos:R:3:mulliken_charge:R:1
C -0.676 3.159 0.424 -0.74
C -0.523 1.929 0.917 0.08
C -0.939 -0.325 -0.335 0.41
C 0.759 -1.940 -1.067 -0.74
N 0.324 -0.706 -0.397 -0.16
O -2.023 -0.505 -0.653 -0.30
F -0.085 1.533 2.125 -0.22
H -0.253 4.080 0.956 0.24
H -0.949 3.315 -0.581 0.24
H 0.917 -1.642 -2.108 0.28
H 1.600 -2.259 -0.581 0.33
H -0.071 -2.720 -0.853 0.28
H 0.946 0.098 -0.275 0.32
```

Values from the calculation:
gap between HOMO and LUMO (alpha / beta) = 0.3033 / 0.3025 hartree
electronic energy = -385.7121 hartree

Here is 2 unconnected molecules or ions with the total composition C4H6FNO from OMol25. Energies are from ωB97M-V with the def2-TZVPD basis set.

The geometry in XYZ format:
```
13
Properties=species:S:1:pos:R:3:mulliken_charge:R:1
C 2.667 -0.440 -0.063 0.51
C -1.045 -0.025 -0.280 -0.98
C 1.803 0.073 0.896 -0.33
C -0.220 -1.251 -0.093 0.00
N 3.256 -0.793 -1.020 -0.45
O 1.372 1.285 0.989 -0.43
F -0.600 -1.975 0.939 -0.26
H -0.797 0.538 -1.122 0.40
H -2.097 -0.184 -0.377 0.34
H -0.772 0.828 0.439 0.25
H 1.724 -0.655 1.787 0.31
H 0.033 -1.880 -0.971 0.32
H 1.305 1.741 0.226 0.32
```

Values from the calculation:
gap between HOMO and LUMO (alpha / beta) = 0.3172 / 0.2992 hartree
electronic energy = -385.7133 hartree